No. 1
Formula: C3H6N2O2
Source: the Open Molecules 2025 dataset
Level of theory: ωB97M-V with the def2-TZVPD basis set

```
! wB97M-V def2-TZVPD RIJCOSX def2/J DEFGRID3
* xyz 0 1
O -1.589 -0.100 1.132
C -0.780 -0.005 -0.028
O -1.653 0.099 -1.182
C 0.210 -1.055 -0.141
C 1.448 -0.619 -0.026
N 1.553 0.728 0.014
N 0.091 1.185 0.262
H -1.133 0.549 1.751
H -2.603 0.506 -1.042
H -0.076 -2.109 -0.236
H 2.406 -1.090 -0.027
H 2.149 1.258 0.616
H -0.004 1.936 -0.303
*
```

Atomic partial charges in e from the Löwdin method, atoms 1 to 6:
1. O -0.01
2. C -0.59
3. O -0.02
4. C -0.03
5. C -0.16
6. N 0.02

No. 2
Formula: C3H6N2O2
Source: the Open Molecules 2025 dataset
Level of theory: ωB97M-V with the def2-TZVPD basis set

```
! wB97M-V def2-TZVPD RIJCOSX def2/J DEFGRID3
* xyz 0 1
C 1.507 0.385 -1.536
N 0.335 -0.291 -0.812
C 0.052 0.451 0.280
O 0.675 1.483 0.460
N -0.921 0.144 1.240
C -1.778 -0.901 1.457
O -2.534 -0.944 2.399
H 1.531 1.495 -1.503
H 1.450 0.101 -2.575
H 2.453 0.092 -1.064
H -0.113 -1.203 -0.971
H -0.943 0.885 1.930
H -1.714 -1.698 0.697
*
```

Atomic partial charges in e from the Löwdin method, atoms 1 to 6:
1. C -0.05
2. N 0.05
3. C -0.57
4. O 0.03
5. N 0.14
6. C -0.33

In the order shown, the computed energy above the lowest of the compared OMol25 structures with the same formula, charge and spin values come out to 3.6524; 1.2017 eV.
In the order shown, the computed HOMO-LUMO gap values come out to 9.3; 10.9 eV.